C2H4NO2 | the ωB97M-V functional and the def2-TZVPD basis

Properties
HOMO level ... -16.0 eV
SMILES ... [NH3+][C@H]1OC1=O
LUMO ... -5.32 eV
Energy above the lowest of the compared OMol25 structures with the same formula, charge and spin ... 2.4745 eV
HOMO-LUMO gap ... 10.673 eV
Net charge ... +1

Bonds (Å) are listed after each position.
Element x y z (Å)
1 N 0.01 -0.23 -0.28  C2 1.486, H6 1.167, H7 0.967, H8 1.099
2 C -0.53 0.33 0.99  N1 1.486, O3 1.697, C4 1.474, H9 1.121
3 O -2.18 0.63 0.72  C2 1.697, C4 1.271
4 C -1.77 -0.26 1.53  C2 1.474, O3 1.271, O5 1.170
5 O -2.22 -1.10 2.22  C4 1.170
6 H -0.90 -0.61 -0.90  N1 1.167
7 H 0.50 -1.03 -0.05  N1 0.967
8 H 0.76 0.32 -0.87  N1 1.099
9 H 0.02 1.23 1.36  C2 1.121